# 1
The following is a quantum chemistry calculation of a cluster of 2 separate species, C20H20NO2 in total at a distorted geometry, from the OMol25 dataset.

Geometry as XYZ:
```
43
Properties=species:S:1:pos:R:3:nbo_charge:R:1
C 3.85800 -0.03611 5.12076 -0.559
H 3.97708 0.06402 6.06391 0.211
H 4.23227 -1.06586 4.62372 0.202
H 4.50967 0.78349 4.56338 0.186
C 2.58117 0.24992 4.62538 -0.261
C 2.30786 0.05559 3.33893 -0.223
C 2.05201 -1.14210 2.83934 -0.050
C 2.05141 -1.39307 1.19611 -0.203
C 2.15007 -0.26459 0.43038 -0.224
C 2.27619 1.06455 1.05231 -0.143
C 2.39302 0.90416 2.48118 -0.120
H 2.70154 1.95388 2.88918 0.202
H 2.47031 2.06467 0.37433 0.289
C 1.88942 -0.31494 -0.98386 0.526
O 2.46814 0.64665 -1.78855 -0.526
C 1.15629 -1.40673 -1.50509 -0.330
N -0.21652 -1.35501 -1.15786 -0.238
C -0.59024 -2.54227 -0.41197 0.112
C -1.90016 -2.79773 -0.09889 -0.303
C -2.81772 -1.74183 -0.05492 0.060
C -2.28428 -0.56831 -0.94342 -0.068
C -3.30982 0.37783 -0.95729 -0.145
C -2.96273 1.48526 -1.85918 0.293
C -1.68550 1.57994 -2.27480 -0.220
C -0.57173 0.44678 -2.41597 -0.193
C -1.11094 -0.49995 -1.50747 0.106
H 0.29437 0.89928 -2.65399 0.269
H -1.33255 2.31854 -3.11316 0.243
O -3.83988 2.56921 -1.91253 -0.507
C -3.59941 3.75471 -2.77334 -0.182
H -3.30147 3.35106 -3.90347 0.170
H -4.32526 4.32512 -2.83882 0.179
H -2.74763 4.23574 -2.37811 0.184
H -4.21915 0.56057 -0.72435 0.238
H -3.71484 -1.69098 0.28688 0.212
H -2.19789 -3.78937 0.55773 0.271
H 0.24073 -3.39480 -0.51859 0.252
H 1.53429 -2.36465 -1.22977 0.256
H 1.20495 -1.31609 -2.71018 0.266
H 1.84117 -2.48965 0.97452 0.222
H 1.86653 -2.04679 3.32721 0.210
H 1.83576 -0.80711 5.49614 0.093
H 2.15192 1.06237 5.18469 0.244
```

Properties
LUMO = -0.194 Eh
Energy relative to the best compared isomer or geometry (same formula, charge and spin) = 377.8 kcal per mole
Total charge = +1

# 2
The following is a quantum chemistry calculation of a structure of composition C20H21BrN2O2Ti at a distorted geometry, from the OMol25 dataset.

Geometry as XYZ:
```
47
Properties=species:S:1:pos:R:3:nbo_charge:R:1
C -2.43461 -1.03509 0.44835 -1.122
C -2.14654 1.02357 -1.41218 -1.085
H -1.94616 -1.82720 -0.23385 0.263
H -3.41721 -0.72263 -0.03836 0.245
H -2.42152 -0.89071 1.54206 0.276
H -2.68141 0.15537 -1.93658 0.260
H -2.91592 1.57858 -0.75476 0.238
H -1.26195 1.43238 -1.90021 0.250
C 0.16590 -2.52835 0.61681 0.046
C 0.91339 -3.67028 0.36138 -0.256
C 1.87457 -3.64797 -0.65079 -0.199
C 2.09348 -2.45840 -1.33909 -0.196
H -0.60071 -2.49385 1.39549 0.231
H 0.71495 -4.56611 0.94299 0.226
H 2.44728 -4.54001 -0.89323 0.222
H 2.83654 -2.37895 -2.12784 0.216
N 0.27987 -1.43011 -0.16776 -0.526
C 1.32040 -1.32905 -1.04367 0.140
C 1.56991 -0.00539 -1.60793 0.171
N 0.65858 0.96004 -1.31995 -0.507
C 0.90182 2.24126 -1.66530 0.060
C 2.92242 1.60161 -2.81153 -0.179
C 2.01020 2.58846 -2.43386 -0.254
H 0.18297 2.98609 -1.31724 0.212
H 2.13405 3.62344 -2.73723 0.225
C 2.70482 0.29959 -2.37621 -0.199
H 3.39026 -0.50796 -2.61588 0.215
H 3.78786 1.84038 -3.42734 0.224
Ti -1.06628 0.26321 0.03159 1.472
C -1.30827 2.43096 0.60268 -0.633
H -1.74615 3.11089 -0.14721 0.194
H -0.37892 2.89047 0.96954 0.236
H -1.99134 2.41453 1.47254 0.229
Br -0.43243 2.87509 4.25439 0.068
C 0.68146 1.44404 4.77661 -0.105
C 1.23718 1.40403 6.06216 -0.229
C 2.10548 0.36438 6.41760 -0.213
C 2.41750 -0.63325 5.48864 -0.197
C 1.86975 -0.59002 4.20220 -0.213
C 0.98409 0.43034 3.84945 -0.056
C 0.56230 0.58228 2.39982 0.764
O 1.43632 0.98505 1.61478 -0.644
O -0.65382 0.29192 2.07801 -0.754
H 0.99927 2.19136 6.77230 0.226
H 2.54268 0.34569 7.41660 0.219
H 3.09727 -1.44306 5.75872 0.215
H 2.12027 -1.34032 3.45109 0.223
```

Properties
Multiplicity = 3
LUMO (spin up / spin down) = -0.010 / -0.094 Eh
Energy relative to the best compared isomer or geometry (same formula, charge and spin) = 116.4 kcal per mole

Taking the records one at a time from the top gives M values of 306.38, 449.17 g mol⁻¹.